Below is one molecule with the formula CH2N2O2S, with properties calculated with ωB97M-V with the def2-TZVPD basis set.

Summary:
Charge   0
HOMO (alpha / beta)   -8.64 / -8.64 eV
M   106.11 Da
Relative energy (zero: lowest compared OMol25 entry of this formula, charge and spin)   169.2 kcal/mol
Calculated total energy   -18973.9927 eV
E_LUMO (alpha / beta)   -1.022 / -1.021 eV

The geometry in XYZ format:
```
8
CH2N2O2S ωB97M-V with the def2-TZVPD basis set
C -0.879 0.817 -0.809
N 0.060 0.419 -1.365
N -0.654 -0.634 1.161
O 2.194 0.954 0.213
O 0.639 -1.079 0.712
S 1.691 -0.370 -0.119
H -1.770 1.250 -0.509
H -1.280 -1.357 0.716
```

=====

Below is a 2-piece molecular cluster, CH2N2O2S overall, with properties calculated with ωB97M-V with the def2-TZVPD basis set.

Summary:
Charge   0
HOMO   -10.80 eV
M   106.11 Da
Relative energy (zero: lowest compared OMol25 entry of this formula, charge and spin)   172.4 kcal/mol
Calculated total energy   -18973.8541 eV
E_LUMO   -0.199 eV

The geometry in XYZ format:
```
8
CH2N2O2S ωB97M-V with the def2-TZVPD basis set
C -2.498 1.082 0.865
N 0.060 -1.167 -0.069
N 0.665 -0.339 -0.755
O 1.693 0.268 -0.057
O 0.518 0.015 -1.888
S -1.441 1.859 1.635
H 1.707 -0.106 0.842
H -0.704 -1.612 -0.573
```

=====

Below is a 3-piece molecular cluster, CH2N2O2S overall, with properties calculated with ωB97M-V with the def2-TZVPD basis set.

Summary:
Charge   0
HOMO   -9.72 eV
M   106.11 Da
Relative energy (zero: lowest compared OMol25 entry of this formula, charge and spin)   5.0 kcal/mol
Calculated total energy   -18981.1117 eV
SMILES   O=C=O.N#N.S
E_LUMO   0.571 eV

The geometry in XYZ format:
```
8
CH2N2O2S ωB97M-V with the def2-TZVPD basis set
O -0.993 1.375 -1.887
C -1.151 0.748 -2.845
O -1.269 0.170 -3.830
N 1.765 -1.642 -2.499
N 0.834 -1.076 -2.349
S 0.812 0.132 0.753
H 0.194 1.289 0.452
H -0.038 -0.893 0.549
```

=====

Below is a 2-piece molecular cluster, CH2N2O2S2 overall, with properties calculated with ωB97M-V with the def2-TZVPD basis set.

Summary:
Charge   0
Expectation value of S²   2.0092
HOMO (alpha / beta)   -8.49 / -9.66 eV
M   138.17 Da
2S+1   3
Relative energy (zero: lowest compared OMol25 entry of this formula, charge and spin)   0.0 kcal/mol
Calculated total energy   -29808.9490 eV
E_LUMO (alpha / beta)   0.342 / -2.918 eV

The geometry in XYZ format:
```
9
CH2N2O2S2 ωB97M-V with the def2-TZVPD basis set
C -1.213 0.072 0.055
N -0.142 0.712 -0.371
N 1.800 -0.468 -0.460
O 1.790 -1.386 0.213
O 2.526 0.156 -1.168
S -2.542 -0.121 -1.041
S -1.435 -0.453 1.732
H 0.069 0.889 -1.304
H -0.853 0.598 2.344
```

=====

Below is a 2-piece molecular cluster, CH2N2O2Si overall, with properties calculated with ωB97M-V with the def2-TZVPD basis set.

Summary:
Charge   0
HOMO (alpha / beta)   -10.21 / -8.70 eV
M   102.12 Da
Relative energy (zero: lowest compared OMol25 entry of this formula, charge and spin)   63.6 kcal/mol
Calculated total energy   -16016.6055 eV
E_LUMO (alpha / beta)   -1.892 / -2.178 eV

The geometry in XYZ format:
```
8
CH2N2O2Si ωB97M-V with the def2-TZVPD basis set
C 1.566 -1.332 0.030
N 1.946 -2.412 0.127
N -1.938 0.394 0.010
O -2.408 0.632 1.093
O -2.474 0.151 -1.041
Si 1.006 0.418 -0.089
H 1.327 1.078 -1.337
H 0.975 1.072 1.208
```

=====

Below is CH2N2O3 as an isolated structure, with properties calculated with ωB97M-V with the def2-TZVPD basis set.

Summary:
Charge   0
HOMO   -10.17 eV
M   90.04 Da
Relative energy (zero: lowest compared OMol25 entry of this formula, charge and spin)   110.1 kcal/mol
Calculated total energy   -10185.3211 eV
E_LUMO   -1.034 eV

The geometry in XYZ format:
```
8
CH2N2O3 ωB97M-V with the def2-TZVPD basis set
C -0.126 -0.244 0.450
N -1.476 -0.648 0.666
N 0.808 -0.187 1.592
O -1.843 -0.953 1.768
O 1.691 -1.011 1.583
O 0.590 0.628 2.451
H -0.282 1.066 -0.095
H 0.294 -0.814 -0.378
```

=====

Below is a 2-piece molecular cluster, CH2N2O3 overall, with properties calculated with ωB97M-V with the def2-TZVPD basis set.

Summary:
Charge   0
HOMO   -9.92 eV
M   90.04 Da
Relative energy (zero: lowest compared OMol25 entry of this formula, charge and spin)   112.7 kcal/mol
Calculated total energy   -10185.2097 eV
SMILES   O=NN=O.C=O
E_LUMO   -0.518 eV

The geometry in XYZ format:
```
8
CH2N2O3 ωB97M-V with the def2-TZVPD basis set
O 0.540 1.342 1.134
N 1.011 0.374 0.553
N 1.995 -0.151 0.167
O 2.630 -0.956 -0.475
C -1.602 -0.159 -0.331
O -0.726 -0.949 -0.432
H -1.261 0.952 -0.376
H -2.585 -0.453 -0.240
```

=====

Below is a 2-piece molecular cluster, CH2N2O3S overall, with properties calculated with ωB97M-V with the def2-TZVPD basis set.

Summary:
Charge   0
HOMO (alpha / beta)   -10.10 / -9.45 eV
M   122.11 Da
Relative energy (zero: lowest compared OMol25 entry of this formula, charge and spin)   152.1 kcal/mol
Calculated total energy   -21019.8263 eV
E_LUMO (alpha / beta)   -1.870 / -2.295 eV

The geometry in XYZ format:
```
9
CH2N2O3S ωB97M-V with the def2-TZVPD basis set
C -0.668 -0.454 0.187
N -1.566 0.498 0.290
N 0.681 -0.040 -0.248
O -0.868 -1.618 0.361
O 0.904 1.090 -0.682
O 3.601 0.058 -0.380
S 1.689 -1.363 -0.435
H -1.219 1.385 0.320
H -2.555 0.444 0.586
```

=====

Below is a 3-piece molecular cluster, CH2N2O3S overall, with properties calculated with ωB97M-V with the def2-TZVPD basis set.

Summary:
Charge   0
HOMO (alpha / beta)   -9.75 / -9.75 eV
M   122.11 Da
Relative energy (zero: lowest compared OMol25 entry of this formula, charge and spin)   77.4 kcal/mol
Calculated total energy   -21023.0677 eV
E_LUMO (alpha / beta)   -0.540 / -0.539 eV

The geometry in XYZ format:
```
9
CH2N2O3S ωB97M-V with the def2-TZVPD basis set
C 1.607 -1.075 1.548
N 0.450 -1.138 1.489
N -1.786 -0.153 0.465
O -0.135 -0.113 -1.666
O 0.701 2.171 -1.462
O -1.653 1.004 0.188
S -0.403 1.305 -1.861
H -1.390 -0.874 -0.334
H 2.608 -1.128 1.634
```

=====

Below is a 2-piece molecular cluster, CH2N2OS overall, with properties calculated with ωB97M-V with the def2-TZVPD basis set.

Summary:
Charge   0
HOMO (alpha / beta)   -10.56 / -11.42 eV
M   90.11 Da
Relative energy (zero: lowest compared OMol25 entry of this formula, charge and spin)   56.6 kcal/mol
Calculated total energy   -16927.8600 eV
E_LUMO (alpha / beta)   -0.907 / -2.700 eV

The geometry in XYZ format:
```
7
CH2N2OS ωB97M-V with the def2-TZVPD basis set
C 3.071 -1.147 -0.090
N 2.835 -2.264 0.068
N 0.065 -0.220 -0.168
O 3.575 1.294 0.700
S 3.638 0.482 -0.530
H 0.713 -1.084 -0.112
H 0.596 0.399 0.450
```

=====

Below is a 2-piece molecular cluster, CH2N2OS2 overall, with properties calculated with ωB97M-V with the def2-TZVPD basis set.

Summary:
Charge   0
HOMO   -8.62 eV
M   122.17 Da
Relative energy (zero: lowest compared OMol25 entry of this formula, charge and spin)   45.7 kcal/mol
Calculated total energy   -27764.3068 eV
E_LUMO   -1.885 eV

The geometry in XYZ format:
```
8
CH2N2OS2 ωB97M-V with the def2-TZVPD basis set
C -1.938 -2.217 1.153
N -2.080 -1.369 0.239
N -2.091 -0.526 -0.518
O 1.998 -0.286 -1.538
S 4.241 -0.509 0.104
S 2.868 0.496 -0.636
H -2.551 -3.242 1.147
H -1.357 -2.010 1.954
```

=====

Below is a 2-piece molecular cluster, CH2N2S2 overall, with properties calculated with ωB97M-V with the def2-TZVPD basis set.

Summary:
Charge   0
Expectation value of S²   2.0130
HOMO (alpha / beta)   -7.61 / -8.10 eV
M   106.17 Da
2S+1   3
Relative energy (zero: lowest compared OMol25 entry of this formula, charge and spin)   30.1 kcal/mol
Calculated total energy   -25716.1315 eV
E_LUMO (alpha / beta)   0.685 / -2.975 eV

The geometry in XYZ format:
```
7
CH2N2S2 ωB97M-V with the def2-TZVPD basis set
C -2.136 0.008 0.110
N -1.235 0.103 -0.580
N 1.522 0.000 -0.104
S 2.254 1.412 0.161
S 2.029 -1.516 0.135
H -2.985 -0.078 0.735
H 0.552 0.071 -0.457
```

=====

Below is a 2-piece molecular cluster, CH2N3 overall, with properties calculated with ωB97M-V with the def2-TZVPD basis set.

Summary:
Charge   +1
HOMO   -17.43 eV
M   56.05 Da
Relative energy (zero: lowest compared OMol25 entry of this formula, charge and spin)   71.0 kcal/mol
Calculated total energy   -5528.0933 eV
E_LUMO   -6.689 eV

The geometry in XYZ format:
```
6
CH2N3 ωB97M-V with the def2-TZVPD basis set
C -0.009 0.958 -0.099
N -1.051 -0.928 -0.013
N -2.139 -0.878 -0.014
N 1.163 1.090 -0.029
H -0.074 -1.203 0.210
H 2.111 0.960 -0.054
```

=====

Below is an isolated ion of composition CH2N3O3 and charge -1, with properties calculated with ωB97M-V with the def2-TZVPD basis set.

Summary:
Charge   -1
HOMO   -3.86 eV
M   104.05 Da
Relative energy (zero: lowest compared OMol25 entry of this formula, charge and spin)   60.2 kcal/mol
Calculated total energy   -11680.1375 eV
SMILES   O=CNN=[N+]([O-])[O-]
E_LUMO   4.033 eV

The geometry in XYZ format:
```
9
CH2N3O3 ωB97M-V with the def2-TZVPD basis set
O -1.954 -1.731 0.000
C -1.660 -0.552 -0.002
N -0.461 0.021 0.001
N 0.769 -0.602 0.002
N 1.726 0.257 0.000
O 1.485 1.496 -0.001
O 2.884 -0.176 0.000
H -2.447 0.242 0.001
H -0.341 1.045 0.000
```

=====

Below is CH2N3O7P as an isolated structure, with properties calculated with ωB97M-V with the def2-TZVPD basis set.

Summary:
Charge   -2
HOMO   -0.70 eV
M   199.01 Da
Relative energy (zero: lowest compared OMol25 entry of this formula, charge and spin)   26.4 kcal/mol
Calculated total energy   -29155.8223 eV
E_LUMO   6.616 eV

The geometry in XYZ format:
```
14
CH2N3O7P ωB97M-V with the def2-TZVPD basis set
C 0.084 -0.101 1.070
N -1.059 0.637 0.873
N 0.039 -1.411 0.326
N 1.075 0.601 0.237
O 1.223 -1.738 -0.231
O 2.070 -0.198 -0.083
O -1.238 0.551 4.214
O 0.353 -0.218 2.321
O -1.470 0.481 -0.418
O -2.131 -0.227 1.943
O -1.232 -1.978 3.603
P -1.160 -0.528 3.196
H -0.716 -1.260 -0.406
H 0.513 0.743 -0.579
```

=====

Below is one molecule with the formula CH2N4O, with properties calculated with ωB97M-V with the def2-TZVPD basis set.

Summary:
Charge   0
HOMO   -10.24 eV
M   86.05 Da
Relative energy (zero: lowest compared OMol25 entry of this formula, charge and spin)   18.0 kcal/mol
Calculated total energy   -9075.5176 eV
SMILES   Oc1nnn[nH]1
E_LUMO   -0.024 eV

The geometry in XYZ format:
```
8
CH2N4O ωB97M-V with the def2-TZVPD basis set
O 1.711 -0.434 -0.062
C 0.398 -0.367 -0.010
N -0.395 -1.437 0.011
N -1.632 -0.959 -0.018
N -1.671 0.328 -0.032
N -0.362 0.713 0.029
H 2.123 0.423 0.232
H -0.172 1.733 -0.150
```

=====

Below is one molecule with the formula CH2N4O, with properties calculated with ωB97M-V with the def2-TZVPD basis set.

Summary:
Charge   0
HOMO   -10.00 eV
M   86.05 Da
Relative energy (zero: lowest compared OMol25 entry of this formula, charge and spin)   51.8 kcal/mol
Calculated total energy   -9074.0516 eV
SMILES   Nc1nnno1
E_LUMO   0.427 eV

The geometry in XYZ format:
```
8
CH2N4O ωB97M-V with the def2-TZVPD basis set
N 1.369 0.389 0.319
C 0.142 0.178 -0.100
N -0.682 0.607 -0.935
N -1.857 -0.105 -0.900
N -1.834 -1.005 -0.061
O -0.742 -1.115 0.623
H 1.886 1.160 -0.067
H 1.716 -0.108 1.123
```

=====

Below is one molecule with the formula CH2N4O, with properties calculated with ωB97M-V with the def2-TZVPD basis set.

Summary:
Charge   0
HOMO   -9.89 eV
M   86.05 Da
Relative energy (zero: lowest compared OMol25 entry of this formula, charge and spin)   79.7 kcal/mol
Calculated total energy   -9072.8422 eV
SMILES   [H]/N=c1\nn[nH]o1
E_LUMO   0.803 eV

The geometry in XYZ format:
```
8
CH2N4O ωB97M-V with the def2-TZVPD basis set
H 2.648 0.668 -0.122
N 2.038 -0.086 -0.111
C 0.806 0.009 0.038
N -0.223 1.144 0.140
N -1.314 0.713 -0.078
N -1.210 -0.635 -0.214
O -0.056 -0.966 0.186
H -2.067 -0.943 0.245
```

=====

Below is one molecule with the formula CH2N4O2, with properties calculated with ωB97M-V with the def2-TZVPD basis set.

Summary:
Charge   0
HOMO   -10.80 eV
M   102.05 Da
Relative energy (zero: lowest compared OMol25 entry of this formula, charge and spin)   76.8 kcal/mol
Calculated total energy   -11120.2905 eV
SMILES   Nn1onnc1=O
E_LUMO   -0.673 eV

The geometry in XYZ format:
```
9
CH2N4O2 ωB97M-V with the def2-TZVPD basis set
N 0.393 -0.242 1.452
N -0.236 0.374 0.312
O 0.597 1.445 -0.182
N 0.756 1.242 -1.533
N 0.107 0.236 -1.866
C -0.598 -0.336 -0.767
O -1.096 -1.445 -0.883
H 0.377 -1.228 1.255
H -0.300 -0.048 2.212
```

=====

Below is one molecule with the formula CH2N4O3, with properties calculated with ωB97M-V with the def2-TZVPD basis set.

Summary:
Charge   0
HOMO   -10.16 eV
M   118.05 Da
Relative energy (zero: lowest compared OMol25 entry of this formula, charge and spin)   62.3 kcal/mol
Calculated total energy   -13164.3759 eV
SMILES   O/N=c1\nnon1O
E_LUMO   -1.094 eV

The geometry in XYZ format:
```
10
CH2N4O3 ωB97M-V with the def2-TZVPD basis set
O -2.499 0.011 0.233
N -1.543 0.639 -0.486
C -0.345 0.068 -0.399
N -0.210 -1.186 0.284
N 0.876 -1.638 0.217
O 1.774 -0.508 -0.293
N 0.878 0.704 -0.470
O 1.036 1.562 0.667
H -2.061 -0.849 0.535
H 1.637 2.282 0.176
```

=====

It is found that the strongest force on any atom values, taken in the order of the records, are 0.046, 0.033, 0.037, 0.104, 0.037, 0.101, 0.082, 0.062, 0.099, 0.041, 0.115, 0.073, 0.103, 0.035, 0.109, 0.056, 0.084, 0.144, 0.075, 0.084 Eh/bohr.